# 1
Below is a structure of composition C5H7NO2 in a non-equilibrium geometry, with properties calculated with wB97M-V/def2-TZVPD.

```
! RIJCOSX wB97M-V def2-TZVPD def2/J DEFGRID3
* xyz 0 1
C 0.7144 -0.6720 -0.5258
C -0.6492 -1.0902 -0.1719
C -1.5723 -0.0173 -0.8136
C -1.0146 0.8388 0.2755
C 0.4733 0.9270 -0.1378
H 1.5098 -1.2390 1.0245
H 1.0784 -0.9012 -1.6007
H -0.8126 -2.1879 -0.3105
H -2.6049 -0.4664 -0.6576
H -1.5420 0.3125 -1.8850
H -1.4144 1.8173 0.6426
H -1.8261 -0.5488 1.5285
N -0.8593 -0.3502 1.1962
O 1.8188 -1.1561 0.1661
O 1.1709 1.8745 -0.0253
*
```

LUMO energy: 0.79 eV
Total energy: -399.8679 hartree
Energy above the lowest of the compared OMol25 structures with the same formula, charge and spin: 61.3 kcal/mol
E_HOMO: -8.860 eV

List of Mulliken charges in e, atom by atom: C -0.152; C -0.210; C -0.437; C -0.141; C 0.255; H 0.334; H 0.317; H 0.361; H 0.262; H 0.290; H 0.407; H 0.302; N -0.567; O -0.513; O -0.506

***

# 2
Below is the ion C6H4FO2S with charge -1 in a non-equilibrium geometry, with properties calculated with wB97M-V/def2-TZVPD.

```
! RIJCOSX wB97M-V def2-TZVPD def2/J DEFGRID3
* xyz -1 1
C -1.9277 -0.4212 0.0128
C -1.4719 0.7941 0.3765
C -1.1130 -1.3997 -0.5046
C -0.1072 1.1157 0.3305
C 0.2434 -1.0880 -0.4599
C 0.8100 0.1374 -0.0494
O 3.0173 1.5276 0.9290
O 3.4446 -0.3358 -0.6480
F 1.1470 -2.1005 -0.8052
S 2.6010 0.8741 -0.3500
H -3.0715 -0.4234 0.2330
H -2.1574 1.5859 0.8734
H -1.5209 -2.4197 -0.6537
H 0.1063 2.1538 0.7155
*
```

LUMO energy: 3.55 eV
Total energy: -879.5760 hartree
Energy above the lowest of the compared OMol25 structures with the same formula, charge and spin: 0.0 kcal/mol
E_HOMO: -3.542 eV

List of Mulliken charges in e, atom by atom: C 0.061; C -0.525; C -0.834; C -0.284; C 0.829; C -0.143; O -0.626; O -0.618; F -0.296; S 0.489; H 0.162; H 0.194; H 0.321; H 0.269